No. 1
The following is a DFT calculation (ωB97M-V with the def2-TZVPD basis set) of a molecular structure, C46H48As2FN4O4W.

The geometry in XYZ format:
```
106
Properties=species:S:1:pos:R:3
W 1.2067 0.8344 1.3497
F -2.9937 2.2003 -4.0889
C -3.2109 1.3182 -3.1008
C -2.2964 1.1933 -2.1034
C -2.4937 0.2409 -1.0889
C -1.5318 0.1264 -0.0044
O -0.5005 0.8608 -0.0191
C -1.8496 -0.8301 0.9952
C -2.9710 -1.6170 0.8659
N -3.8231 -1.5383 -0.1529
C -4.9951 -2.4049 -0.1740
C -5.0862 -3.4686 -1.2278
C -4.8307 -3.8447 0.2004
C -3.6248 -0.5811 -1.1457
C -4.5679 -0.4201 -2.1749
C -4.3812 0.5288 -3.1594
N -5.2659 0.7024 -4.2362
C -5.8609 2.0267 -4.3911
C -6.3558 2.2166 -5.8095
N -7.3419 1.1276 -6.1440
C -6.7472 -0.2363 -5.9172
C -6.2356 -0.3445 -4.4918
C -1.0361 -1.0469 2.2120
O -1.1818 -1.9341 2.9950
O -0.0721 -0.1009 2.3664
H -1.4076 1.8071 -2.0991
H -3.1946 -2.3502 1.6296
H -5.8981 -1.8944 0.1361
H -4.2509 -3.5572 -1.9100
H -6.0585 -3.6732 -1.6534
H -3.8391 -4.2004 0.4435
H -5.6277 -4.2936 0.7741
H -5.4465 -1.0459 -2.1734
H -5.1237 2.8007 -4.1982
H -6.6860 2.1703 -3.6763
H -5.5409 2.1261 -6.5256
H -6.8555 3.1743 -5.9390
H -7.6439 1.2183 -7.1163
H -8.1820 1.2372 -5.5698
H -5.9349 -0.3388 -6.6345
H -7.5154 -0.9781 -6.1256
H -5.7632 -1.3213 -4.3925
H -7.0832 -0.3134 -3.7875
C 4.8232 -0.1237 1.5759
C 4.3168 -0.6279 0.2273
As 2.4599 -1.2156 0.4363
C 1.9347 -2.0324 -1.2195
C 2.3394 -1.4850 -2.4333
C 1.9297 -2.0682 -3.6239
C 1.1146 -3.1916 -3.6023
C 0.7068 -3.7338 -2.3905
C 1.1136 -3.1554 -1.1963
C 2.6908 -2.6430 1.7039
C 2.2558 -2.5122 3.0173
C 2.5590 -3.4993 3.9463
C 3.2891 -4.6125 3.5602
C 3.7162 -4.7491 2.2434
C 3.4221 -3.7651 1.3139
As 3.5607 1.0926 2.4593
C 4.2154 2.8850 2.2139
C 5.1257 3.1837 1.2066
C 5.5178 4.5007 0.9994
C 5.0025 5.5108 1.7991
C 4.0917 5.2095 2.8056
C 3.6908 3.8985 3.0109
C 3.6137 0.6299 4.3169
C 2.4404 0.5837 5.0601
C 2.4877 0.2032 6.3941
C 3.7016 -0.1290 6.9772
C 4.8752 -0.0752 6.2339
C 4.8353 0.3058 4.9019
H 5.7948 0.3621 1.4879
H 4.9387 -0.9537 2.2754
H 4.9021 -1.4840 -0.1108
H 4.3628 0.1375 -0.5474
H 2.9921 -0.6201 -2.4651
H 2.2632 -1.6556 -4.5667
H 0.8133 -3.6576 -4.5309
H 0.0922 -4.6244 -2.3744
H 0.8166 -3.6022 -0.2536
H 1.6736 -1.6563 3.3320
H 2.2194 -3.3950 4.9682
H 3.5256 -5.3812 4.2837
H 4.2806 -5.6215 1.9431
H 3.7586 -3.8806 0.2894
H 5.5468 2.4028 0.5838
H 6.2376 4.7317 0.2258
H 5.3227 6.5331 1.6492
H 3.7085 5.9961 3.4422
H 2.9916 3.6676 3.8077
H 1.4856 0.8398 4.6119
H 1.5758 0.1688 6.9749
H 3.7375 -0.4255 8.0169
H 5.8216 -0.3248 6.6938
H 5.7600 0.3520 4.3382
N 0.3838 4.9344 1.0066
C 0.8176 3.7036 0.8116
O 0.6821 2.8397 1.7186
C 1.4625 3.3020 -0.4819
C 1.9847 1.8562 -0.4017
H -0.0355 5.1864 1.8890
H 0.5431 5.6574 0.3249
H 2.2557 4.0189 -0.7124
H 0.7130 3.4214 -1.2682
H 3.0773 1.8890 -0.3101
H 1.7627 1.3217 -1.3261
```

Calculated values
DFT total energy ... -188830.574 eV
Multiplicity ... 1
HOMO level (spin up / spin down) ... -14.46 / -14.39 eV
Energy above the lowest of the compared OMol25 structures with the same formula, charge and spin ... 0.00 kJ/mol
Total charge ... +3

Results of the Mulliken charge analysis, in e, for atoms 1 through 99: 3.27, -0.35, -0.30, -0.34, 1.02, 1.22, -0.83, -0.17, -0.17, 0.31, -0.39, -0.39, -0.98, -0.75, -0.28, -0.83, 0.26, -0.48, -0.79, -0.14, -1.05, -0.78, -0.18, -0.58, -0.48, 0.49, 0.81, 0.47, 0.24, 0.31, 0.35, 0.27, 0.78, 0.41, 0.26, 0.37, 0.42, 0.36, 0.40, 0.39, 0.45, 0.54, 0.47, -1.42, -1.09, 0.94, 0.33, -0.41, -0.93, -0.55, -0.84, -0.48, 0.59, -0.04, -1.27, -0.60, -0.83, -0.88, 0.67, 0.55, -0.13, -0.87, -0.54, -0.77, -0.81, 0.26, 0.03, -0.75, -0.57, -0.77, -0.61, 0.81, 0.61, 0.66, 0.64, 0.35, 0.47, 0.45, 0.48, 0.53, 0.46, 0.50, 0.43, 0.45, 0.46, 0.26, 0.46, 0.45, 0.45, 0.44, 0.44, 0.44, 0.45, 0.44, 0.42, -0.33, 0.77, -0.86, -1.42

---

No. 2
The following is a DFT calculation (ωB97M-V with the def2-TZVPD basis set) of a molecular structure, C46H48AsFeN3 at a distorted geometry.

The geometry in XYZ format:
```
99
Properties=species:S:1:pos:R:3
Fe -1.2141 0.6433 -1.2957
N -0.5680 2.4523 -0.7902
N -0.3905 0.8186 -3.6684
C -2.4918 -1.3025 -0.9924
C -3.2462 -0.3508 -1.7506
C -3.3256 0.8658 -0.9923
C -4.1677 2.0458 -1.3410
H -4.5572 1.9714 -2.3616
H -3.5803 2.9699 -1.2748
H -5.0369 2.1779 -0.6784
C -2.6066 0.6681 0.2495
C -2.7665 1.5853 1.4039
H -3.7224 1.3350 1.8870
H -2.8146 2.6418 1.1116
H -1.9498 1.4943 2.1275
C -2.0372 -0.6743 0.2110
C -1.3298 -1.4586 1.2622
H -0.4446 -0.9196 1.6518
H -0.9708 -2.4215 0.8639
H -2.0046 -1.6694 2.1072
C -3.9796 -0.6210 -3.0266
H -4.9818 -0.1601 -3.0710
H -4.1295 -1.6948 -3.2143
H -3.4108 -0.2218 -3.8790
C -2.3719 -2.7687 -1.2315
H -1.3101 -3.0391 -1.3375
H -2.8887 -3.1093 -2.1443
H -2.7713 -3.3741 -0.3937
C -0.2368 3.4550 0.0772
H -0.5218 3.3884 1.1411
C 0.5202 4.5495 -0.3393
H 0.7082 5.3710 0.3476
C 1.1349 4.5493 -1.6091
H 1.9346 5.2746 -1.8822
C 0.6968 3.5944 -2.5215
H 1.0312 3.5347 -3.5566
C -0.3173 2.7017 -2.1117
C -1.0644 1.9188 -3.0846
H -1.8115 2.3999 -3.7007
C -0.3049 -0.2841 -2.8296
C 0.0908 0.5244 -4.9489
H 0.1139 1.2778 -5.7363
C 0.5114 -0.7537 -4.8953
H 0.9686 -1.3840 -5.6517
N 0.1463 -1.2713 -3.6325
C 0.1402 -2.6915 -3.3699
C -0.6313 -3.4890 -4.2466
C -0.5189 -4.8741 -4.0975
H -1.0728 -5.5079 -4.7919
C 0.2864 -5.4325 -3.1056
C 0.3645 -6.9178 -2.9742
H 0.0883 -7.2348 -1.9636
H 1.3809 -7.2713 -3.1691
H -0.3098 -7.3880 -3.6920
C 1.0482 -4.6155 -2.2740
H 1.7468 -5.0507 -1.5571
C 0.9685 -3.2182 -2.3577
C 1.8395 -2.3070 -1.5333
H 2.6155 -1.8413 -2.1655
H 2.3456 -2.8968 -0.7564
H 1.2781 -1.4979 -1.0315
C -1.5469 -2.8778 -5.2855
H -0.9540 -2.3232 -6.0449
H -2.2970 -2.2084 -4.8078
H -2.0904 -3.6964 -5.7876
C 4.2095 -1.7663 4.7716
C 4.4959 -0.4132 4.5510
C 3.6523 0.3620 3.7347
C 2.4364 -0.1602 3.2774
C 2.1128 -1.5004 3.5559
C 2.9979 -2.2940 4.3046
As 1.0095 0.9297 2.4330
C 0.1173 1.2684 4.1874
C -1.1805 0.7714 4.4833
C -1.6825 0.8905 5.7889
C -0.8938 1.4719 6.8036
C 0.4090 1.9131 6.5098
C 0.9196 1.8134 5.2004
C 2.1199 2.5377 2.1016
C 1.8476 3.7296 2.7804
C 2.6664 4.8514 2.5944
C 3.6365 4.8479 1.5890
C 3.8376 3.6877 0.8315
C 3.1031 2.5262 1.0902
H 4.9244 -2.4020 5.3001
H 5.3777 0.0498 4.9990
H 3.9411 1.3775 3.4521
H 1.1663 -1.9082 3.1905
H 2.7314 -3.3306 4.5298
H -1.7739 0.2604 3.7050
H -2.6835 0.5073 6.0181
H -1.2940 1.5544 7.8270
H 1.0400 2.3345 7.3002
H 1.9527 2.1314 4.9936
H 0.9976 3.7857 3.4636
H 2.5327 5.7280 3.2347
H 4.2210 5.7445 1.3905
H 4.5686 3.6953 0.0168
H 3.2713 1.6148 0.5038
```

Calculated values
DFT total energy ... -148173.062 eV
Multiplicity ... 6
HOMO level (spin up / spin down) ... -0.59 / -3.12 eV
Total charge ... -1

For reference, the Mulliken charges in units of e are: -0.39, 1.07, 0.59, 1.68, -0.40, 1.06, -1.65, 0.52, 0.26, 0.29, -0.04, -0.94, 0.29, 0.44, -0.20, 0.06, -0.38, -0.85, 0.54, 0.19, -1.91, 0.40, 0.40, 0.18, -1.42, 0.09, 0.30, 0.29, -0.05, 0.38, -1.06, 0.44, -0.85, 0.30, -0.91, 0.35, 0.10, -0.95, 0.35, -0.68, -0.75, 0.49, -1.01, 0.70, 1.37, 0.64, 0.84, -1.27, 0.25, 0.87, -1.54, 0.32, 0.33, 0.36, -0.96, 0.35, 1.14, -1.42, 0.30, 0.38, -0.09, -1.35, 0.38, 0.11, 0.43, -0.51, -0.66, -0.33, 0.55, -0.61, -0.53, 1.08, 0.86, -0.08, -0.56, -0.58, -0.84, -0.39, 0.52, -0.25, -0.92, -0.40, -0.71, -0.52, 0.35, 0.37, 0.34, 0.33, 0.37, 0.02, 0.40, 0.33, 0.37, 0.41, 0.38, 0.30, 0.34, 0.35, 0.41

---

No. 3
The following is a DFT calculation (ωB97M-V with the def2-TZVPD basis set) of a molecular structure, C46H48BiClFN4O7PSi.

The geometry in XYZ format:
```
110
Properties=species:S:1:pos:R:3
Bi -0.0830 -0.3166 -0.8011
O -2.1124 3.3333 -1.5995
N -1.9368 2.1539 -2.2886
C -3.0109 1.4812 -2.2547
C -3.2481 0.1938 -2.9099
C -4.6119 -0.1100 -3.0188
C -5.0704 -1.2366 -3.6696
C -4.1521 -2.1090 -4.2286
C -2.7991 -1.8517 -4.0924
C -2.2982 -0.7187 -3.4431
P -0.4381 -0.7719 -3.3810
C -0.1625 -3.2503 -1.6378
C -0.6953 -4.3472 -2.2494
C 0.0081 -5.4942 -2.7269
C 1.1767 -5.9893 -2.2394
C 1.8719 -5.4334 -1.1159
C 1.8692 -4.1399 -0.7486
C -0.0273 0.3813 -4.7570
C 0.3759 1.7086 -4.6586
C 0.7709 2.4045 -5.7936
C 0.7811 1.7857 -7.0334
C 0.3796 0.4609 -7.1444
C -0.0164 -0.2323 -6.0125
H -1.2606 3.7848 -1.6116
H -3.8713 1.9228 -1.7473
H -5.3301 0.5822 -2.5929
H -6.1332 -1.4294 -3.7393
H -4.4940 -2.9880 -4.7601
H -2.0849 -2.5632 -4.4889
H -1.7730 -4.3471 -2.3729
H -0.5052 -6.0843 -3.4799
H 1.5395 -6.9351 -2.6250
H 2.4109 -6.1393 -0.4922
H 2.2869 -3.8414 0.2069
H 0.3701 2.2014 -3.6963
H 1.0828 3.4388 -5.7146
H 1.0970 2.3313 -7.9132
H 0.4042 -0.0384 -8.1046
H -0.3125 -1.2723 -6.0938
C 3.1602 -0.7889 6.4498
C 1.8031 -0.7375 5.8069
C 0.6615 -1.1087 6.4966
C -0.5793 -1.0422 5.8796
Cl -2.0108 -1.4246 6.7972
C -0.6953 -0.6567 4.5628
C 0.4427 -0.2959 3.8586
C 1.6818 -0.3037 4.4773
O 2.8354 0.1136 3.8860
C 2.7379 0.8700 2.7000
C 2.3674 0.0555 1.4578
O 2.6433 -1.1546 1.4653
O 1.8351 0.7263 0.5065
H 3.0807 -0.8193 7.5356
H 3.7464 0.0803 6.1536
H 3.7020 -1.6749 6.1122
H 0.7397 -1.4367 7.5253
H -1.6641 -0.6278 4.0849
H 0.3356 -0.0183 2.8205
H 3.7372 1.2773 2.5377
H 2.0357 1.6935 2.8157
N 1.6838 -1.7155 -1.0489
C 1.3541 -3.0403 -1.6390
N 1.9216 -3.0463 -2.9818
O -0.9319 -2.3479 -1.0534
H 2.3733 -1.2806 -1.6545
H 2.0752 -1.7456 -0.0692
H 2.7198 -3.6683 -3.0238
H 1.2464 -3.3359 -3.6749
O -1.3189 -2.5563 1.8287
C -2.2509 -2.1245 1.2120
O -2.3970 -0.8148 0.9386
C -3.4170 -2.9948 0.6981
N -4.3893 -2.1353 -0.0007
C -5.6539 -2.1147 0.7557
C -5.2459 -2.5329 2.1671
C -4.1714 -3.5893 1.8957
H -2.9740 -3.7527 0.0546
H -4.5099 -2.3798 -0.9741
H -3.2519 -0.7875 0.4159
H -6.3830 -2.8269 0.3548
H -6.0973 -1.1180 0.7176
H -6.0882 -2.9286 2.7315
H -4.8238 -1.6902 2.7189
H -4.6344 -4.5390 1.6234
H -3.5015 -3.7530 2.7376
C 0.7205 2.5956 6.7411
C -0.6078 2.2535 6.5268
C -1.1900 2.4880 5.2928
C -0.4634 3.0703 4.2516
C 0.8588 3.4443 4.4978
C 1.4518 3.1942 5.7259
Si -1.2458 3.2761 2.5685
C -0.2961 4.4580 1.4749
C 0.8612 4.0166 0.8253
C 1.5516 4.8573 -0.0373
C 1.0975 6.1511 -0.2628
C -0.0448 6.6034 0.3807
C -0.7321 5.7613 1.2432
H 1.1811 2.3968 7.7006
H -1.1847 1.7911 7.3172
H -2.2252 2.2079 5.1295
H 1.4284 3.9335 3.7143
H 2.4888 3.4612 5.8876
H -2.6767 3.5938 2.6793
H 1.2231 3.0038 0.9862
H 2.4468 4.5013 -0.5342
H 1.6306 6.8039 -0.9421
H -0.4038 7.6093 0.2051
H -1.6251 6.1244 1.7408
F -1.2314 1.8709 1.7489
```

Calculated values
DFT total energy ... -107021.295 eV
Multiplicity ... 1
HOMO level ... -7.51 eV
Energy above the lowest of the compared OMol25 structures with the same formula, charge and spin ... 125.19 kJ/mol
Total charge ... 0

Results of the Mulliken charge analysis, in e, for atoms 1 through 99: 1.31, -0.53, 0.28, -1.06, 1.47, -1.01, -0.88, -0.72, -1.00, 1.19, -0.41, -0.20, -0.57, -0.88, -0.73, -0.42, -1.20, 0.63, -0.20, -0.63, -0.48, -0.74, -0.37, 0.32, 0.25, 0.36, 0.43, 0.41, 0.32, 0.39, 0.40, 0.39, 0.44, 0.31, 0.38, 0.40, 0.38, 0.40, 0.31, -1.75, 0.98, -0.58, -0.04, -0.28, -1.13, 0.58, 0.42, -0.44, -0.46, 0.75, -0.86, -0.79, 0.42, 0.33, 0.34, 0.41, 0.78, -0.18, 0.39, -0.10, -0.34, 1.27, -0.44, 0.04, 0.34, 0.52, 0.33, 0.31, -0.67, -0.40, 0.11, 1.43, -0.61, -0.72, -0.56, -0.86, 0.04, 0.09, 0.28, 0.36, 0.37, 0.47, 0.15, 0.38, 0.42, -0.51, -0.50, -0.49, 0.50, -0.13, -0.53, -0.14, 0.33, 0.56, -0.91, -0.42, -0.65, -0.71, 0.40

---

No. 4
The following is a DFT calculation (ωB97M-V with the def2-TZVPD basis set) of a molecular structure, C46H48EuN3Sb at a distorted geometry.

The geometry in XYZ format:
```
99
Properties=species:S:1:pos:R:3
Eu -0.6059 -0.3438 0.4071
N 0.3766 -3.3130 2.3098
N 0.1880 -2.2787 -1.4509
C 0.6638 1.9934 -0.4042
C 1.7092 1.0785 -0.0763
C 1.6589 0.8391 1.3304
C 2.5100 -0.1106 2.0933
H 3.4462 -0.3111 1.5543
H 2.0148 -1.0841 2.2647
H 2.7586 0.3060 3.0800
C 0.6064 1.6340 1.8770
C 0.2856 1.7558 3.3210
H 0.9857 2.4422 3.8280
H 0.3569 0.7884 3.8383
H -0.7285 2.1442 3.4807
C -0.0336 2.3197 0.7994
C -1.2247 3.1992 0.9144
H -2.0594 2.6975 1.4327
H -1.5874 3.5056 -0.0744
H -0.9907 4.1129 1.4833
C 2.7266 0.5377 -1.0151
H 3.6572 1.1304 -0.9773
H 2.3709 0.5629 -2.0541
H 2.9879 -0.5029 -0.7758
C 0.4058 2.5781 -1.7448
H -0.6664 2.7561 -1.9070
H 0.7482 1.9106 -2.5456
H 0.9257 3.5434 -1.8747
C -0.2348 -4.1103 3.1674
H 0.2518 -4.2057 4.1394
C -1.4338 -4.7687 2.8891
H -1.8641 -5.3895 3.6691
C -2.0572 -4.5761 1.6590
H -3.0329 -5.0229 1.4558
C -1.4230 -3.7985 0.6954
H -1.8503 -3.6130 -0.2946
C -0.1397 -3.2486 1.0330
C 0.6620 -2.4302 0.2074
H 1.7669 -2.3917 0.2521
C -0.4067 -1.1669 -1.8944
C 0.5467 -3.1087 -2.5079
H 1.0172 -4.0493 -2.3059
C 0.2211 -2.4808 -3.6390
H 0.3137 -2.7749 -4.6639
N -0.3143 -1.2346 -3.2603
C -0.5168 -0.1228 -4.0920
C 0.4849 0.2265 -5.0169
C 0.2751 1.3597 -5.8076
H 1.0363 1.6270 -6.5412
C -0.8660 2.1477 -5.6670
C -1.0816 3.3309 -6.5613
H -1.6210 4.1255 -6.0349
H -1.6723 3.0613 -7.4477
H -0.1232 3.7272 -6.9128
C -1.8118 1.8083 -4.6961
H -2.7019 2.4263 -4.5669
C -1.6493 0.6842 -3.8820
C -2.6658 0.3900 -2.8278
H -2.8141 -0.6797 -2.6415
H -3.6265 0.8154 -3.1538
H -2.4261 0.8877 -1.8671
C 1.7787 -0.5093 -5.1166
H 1.6638 -1.5350 -5.4842
H 2.3429 -0.5340 -4.1722
H 2.4040 0.0238 -5.8435
C -5.6530 2.5178 5.5163
C -4.6992 2.9241 4.5724
C -3.8796 1.9765 3.9414
C -4.0076 0.6223 4.2664
C -4.9885 0.2088 5.1739
C -5.7984 1.1583 5.8163
Sb -2.5719 -0.7751 3.3775
C -1.3323 -0.9792 5.1728
C 0.0044 -1.3829 5.0503
C 0.8440 -1.3967 6.1719
C 0.3473 -1.0214 7.4277
C -0.9947 -0.6468 7.5562
C -1.8313 -0.6289 6.4300
C -3.9738 -2.4303 3.5901
C -3.9378 -3.3029 4.6794
C -4.9872 -4.2133 4.8740
C -6.0535 -4.2623 3.9692
C -6.0555 -3.4207 2.8498
C -5.0021 -2.5197 2.6474
H -6.2830 3.2586 6.0121
H -4.5895 3.9817 4.3245
H -3.1422 2.3039 3.2038
H -5.1360 -0.8500 5.4015
H -6.5379 0.8248 6.5468
H 0.4023 -1.7045 4.0824
H 1.8859 -1.7052 6.0595
H 1.0032 -1.0227 8.3006
H -1.3989 -0.3626 8.5300
H -2.8724 -0.3244 6.5493
H -3.1071 -3.2788 5.3892
H -4.9646 -4.8785 5.7398
H -6.8804 -4.9565 4.1334
H -6.8771 -3.4588 2.1315
H -5.0076 -1.8736 1.7661
```

Calculated values
DFT total energy ... -78813.102 eV
Multiplicity ... 7
HOMO level (spin up / spin down) ... -0.22 / -2.06 eV
Total charge ... -1

For reference, the Mulliken charges in units of e are: -0.33, -0.31, 0.19, 0.54, 0.90, 0.15, -1.55, 0.43, 0.01, 0.46, 1.27, -0.85, 0.33, -0.03, 0.21, -0.37, -1.45, 0.09, 0.37, 0.33, -1.39, 0.40, 0.04, 0.29, -1.07, 0.18, -0.04, 0.29, -0.24, 0.41, -0.36, 0.43, -0.45, 0.32, -0.33, 0.40, 0.09, -1.03, 0.51, -0.37, -1.18, 0.53, -0.57, 0.81, 0.69, 0.34, 1.40, -1.10, 0.31, 0.74, -1.58, 0.37, 0.30, 0.37, -0.84, 0.38, 0.82, -1.23, 0.14, 0.67, -0.02, -1.68, 0.36, 0.24, 0.39, -0.51, -0.48, 0.03, 0.23, -0.34, -0.65, 0.23, 0.81, -0.66, -0.76, -0.67, -0.57, -0.37, 1.24, -0.20, -0.61, -0.47, -0.56, -0.59, 0.33, 0.38, -0.12, 0.36, 0.38, 0.51, 0.40, 0.34, 0.37, 0.27, 0.38, 0.36, 0.34, 0.35, 0.14